A molecular structure, C34H35IrN5Si at a distorted geometry. Source: OMol25; level of theory: ωB97M-V with the def2-TZVPD basis set.

2S+1 = 1
HOMO level = -10.27 eV
Kohn-Sham gap = 6.587 eV
Net charge = +1
ΔE to the lowest compared entry with this formula, charge and spin = 0.0 kJ/mol

Atoms and positions in Å:
Ir: 0.074 0.924 0.313
Si: 0.485 -4.061 0.808
N: 0.780 1.338 -1.890
N: -1.977 0.880 0.151
N: 0.644 1.148 2.612
N: 2.149 1.061 0.411
N: -0.322 2.960 0.393
C: -2.853 -0.276 0.043
C: 0.120 -4.740 2.540
C: 0.051 1.534 -2.991
C: 1.630 1.183 5.167
C: -1.664 1.166 3.331
C: -1.678 3.194 0.304
C: 0.252 -1.006 0.688
C: -2.515 2.074 0.187
C: 2.802 1.084 1.595
C: -0.669 5.181 0.481
C: -1.798 -1.959 -3.218
C: -1.366 1.988 -2.850
C: 1.915 0.934 -4.372
C: -2.877 -0.949 -1.318
C: 1.978 1.129 2.795
C: 4.240 0.971 -0.730
C: 0.279 4.139 0.515
C: 0.261 1.206 4.946
C: -1.911 4.588 0.348
C: -3.029 -2.305 -3.754
C: -4.109 -1.300 -1.858
C: -0.771 -4.696 -0.460
C: 4.922 1.026 0.472
C: 2.853 0.992 -0.743
C: 2.670 0.780 -3.230
C: -4.186 -1.971 -3.070
C: -0.201 1.181 3.637
C: 2.493 1.143 4.092
C: 4.188 1.078 1.642
C: 2.277 -4.415 0.313
C: -1.718 -1.286 -2.010
C: 0.597 1.350 -4.255
C: 2.090 1.023 -1.984
C: 0.338 -2.211 0.849
H: -2.515 -1.024 0.769
H: 3.556 1.112 4.265
H: 4.701 1.121 2.589
H: 1.349 4.217 0.621
H: -0.888 -2.232 -3.736
H: -3.873 0.019 0.307
H: 2.960 -4.021 1.065
H: 2.461 -5.485 0.219
H: -1.891 0.317 2.686
H: -1.969 1.232 -2.351
H: 2.346 0.757 -5.347
H: -3.092 -2.830 -4.696
H: -1.760 -4.281 -0.269
H: -5.020 -1.054 -1.329
H: -2.870 5.072 0.286
H: -1.406 2.912 -2.274
H: 2.521 -3.943 -0.638
H: -0.750 -1.024 -1.604
H: 0.824 -4.342 3.269
H: -3.592 2.201 0.120
H: -0.484 -4.412 -1.471
H: 0.213 -5.825 2.537
H: -1.946 2.082 2.810
H: 2.013 1.186 6.177
H: -0.850 -5.782 -0.424
H: -2.249 1.088 4.244
H: -0.887 -4.487 2.866
H: 4.796 0.937 -1.652
H: -5.154 -2.231 -3.474
H: -1.800 2.169 -3.830
H: -0.006 1.525 -5.132
H: -0.437 1.233 5.769
H: 3.696 0.458 -3.302
H: 6.001 1.022 0.495
H: -0.444 6.231 0.535

Forces on the atoms, in the same order (eV/Å):
2.872 1.970 1.618
-0.061 0.308 0.210
-0.537 -1.131 1.385
-0.314 0.959 0.069
-0.546 -0.486 -1.771
0.106 -0.249 -0.036
-0.493 -0.018 -0.336
0.100 -0.623 0.003
0.156 0.053 -0.591
-0.489 0.138 -0.125
-0.548 0.004 0.145
0.035 -0.020 0.048
-0.090 0.823 0.057
-0.022 -0.903 -0.995
0.261 -0.482 -0.111
0.172 0.000 -0.940
0.330 -0.076 0.025
0.064 0.009 -0.004
-0.015 -0.008 -0.069
-0.536 0.177 -0.114
-0.130 0.081 0.132
-0.797 0.017 1.063
0.191 0.039 0.018
0.002 0.242 -0.117
0.599 0.029 -0.039
-0.146 -0.566 -0.006
-0.064 0.017 0.005
0.059 0.023 -0.045
0.389 0.065 0.331
-0.416 -0.089 -0.009
0.110 0.046 0.910
0.127 0.068 0.652
-0.052 -0.009 -0.013
-0.496 -0.048 0.080
0.182 0.007 -0.617
0.143 0.044 0.024
-0.452 -0.092 0.109
0.004 0.028 -0.017
0.582 -0.083 -0.029
-0.522 -0.111 -1.050
0.045 -0.243 0.072
-0.015 0.118 0.031
0.043 0.014 -0.021
-0.015 -0.012 0.052
0.087 0.009 -0.039
0.057 0.007 -0.051
0.094 0.010 0.007
0.002 0.030 0.073
0.030 -0.074 -0.017
-0.003 0.008 0.014
0.061 0.054 -0.013
0.045 -0.051 -0.030
0.026 -0.037 -0.042
-0.041 0.050 0.058
-0.038 0.034 0.036
-0.065 0.056 0.018
0.012 -0.008 0.051
-0.042 0.029 -0.076
-0.003 -0.116 0.052
0.063 0.051 0.034
-0.026 -0.111 0.006
0.041 0.050 -0.064
-0.012 -0.094 0.055
0.017 0.003 -0.018
0.070 0.008 0.020
0.011 -0.085 0.002
-0.007 0.002 0.016
-0.086 0.037 -0.019
-0.037 0.018 -0.060
-0.034 -0.027 -0.033
0.015 0.010 -0.029
-0.083 -0.007 0.005
-0.054 -0.002 -0.005
0.060 0.040 0.008
0.044 0.005 0.005
-0.021 0.072 0.054

A molecular structure, C34H35N6O8PSe2Zn. Source: OMol25; level of theory: ωB97M-V with the def2-TZVPD basis set.

2S+1 = 1
HOMO level = -7.97 eV
Kohn-Sham gap = 7.309 eV
ΔE to the lowest compared entry with this formula, charge and spin = 14.3 kJ/mol

Atoms and positions in Å:
Se: 3.497 -0.114 0.363
Se: 0.972 -0.049 3.036
Zn: 0.307 -0.366 0.724
P: 3.096 -0.011 2.453
O: 0.548 -2.090 -0.036
O: 0.447 1.883 -3.149
O: 0.824 -3.989 -1.166
O: -4.003 -1.316 -2.920
O: -2.108 -2.643 -6.484
O: -0.188 1.604 -5.185
O: -2.455 -4.110 -4.947
O: 2.772 6.112 -0.315
N: -5.111 -2.711 -1.526
N: 0.024 1.201 -4.064
N: -1.854 -0.296 0.663
N: 0.426 1.511 -0.105
N: 1.812 3.513 -0.416
N: -1.982 -3.074 -5.358
C: -1.179 -2.272 -4.415
C: -6.750 -2.737 -3.407
C: 0.044 -2.127 -2.370
C: 3.123 2.335 4.043
C: 4.034 -3.090 5.002
C: -0.230 -0.225 -3.787
C: -5.421 -3.186 -0.185
C: 3.951 -1.351 3.340
C: -4.311 -1.659 -1.788
C: 5.068 1.937 2.691
C: -0.676 -2.884 -3.287
C: 5.963 -2.641 3.644
C: 5.630 3.117 3.148
C: 0.521 -2.816 -1.099
C: -0.973 -0.940 -4.704
C: 5.345 -3.367 4.655
C: -2.474 -1.089 -0.205
C: -2.513 0.750 1.167
C: -5.630 -3.461 -2.675
C: 4.936 3.917 4.049
C: 2.869 3.856 0.544
C: 1.080 2.453 -0.257
C: 3.336 -2.083 4.347
C: 2.745 5.332 0.868
C: -6.845 -2.870 0.245
C: 3.685 3.522 4.496
C: -4.461 0.215 -0.095
C: 0.274 -0.781 -2.623
C: 1.750 4.348 -1.619
C: 3.808 1.535 3.134
C: -3.824 1.027 0.832
C: -3.771 -0.859 -0.634
C: 5.268 -1.643 2.984
C: 1.693 5.799 -1.175
H: 2.145 2.033 4.393
H: 3.545 -3.662 5.779
H: 1.810 5.517 1.415
H: 3.583 5.657 1.483
H: -1.898 -1.919 -0.589
H: -7.601 -2.554 -2.750
H: -4.325 1.880 1.267
H: -5.471 0.433 -0.420
H: 2.309 -1.874 4.615
H: -0.844 -3.935 -3.102
H: 6.608 3.417 2.797
H: -7.046 -3.292 1.230
H: 5.596 1.340 1.959
H: 0.880 4.068 -2.209
H: -6.393 -1.785 -3.796
H: 6.983 -2.862 3.361
H: 5.886 -4.155 5.162
H: 5.738 -1.109 2.168
H: 0.845 -0.167 -1.939
H: 0.740 5.995 -0.665
H: -7.092 -3.340 -4.249
H: -4.707 -2.753 0.515
H: 5.374 4.841 4.403
H: 2.651 4.170 -2.212
H: -5.256 -4.266 -0.173
H: 2.769 3.231 1.430
H: 3.142 4.135 5.203
H: -1.358 -0.489 -5.606
H: 1.775 6.461 -2.036
H: -1.960 1.375 1.857
H: -7.569 -3.287 -0.455
H: -5.981 -4.419 -2.291
H: -4.802 -3.652 -3.357
H: -7.005 -1.792 0.295
H: 3.837 3.644 0.083

Forces on the atoms, in the same order (eV/Å):
-0.086 0.071 0.008
0.021 0.014 0.032
0.003 -0.082 0.135
-0.029 0.029 -0.045
-0.094 -0.106 -0.073
0.028 0.069 -0.004
-0.148 -0.106 -0.004
0.061 0.002 -0.070
-0.084 0.025 -0.067
-0.087 0.087 -0.026
-0.079 -0.143 0.044
0.021 0.022 -0.003
0.030 -0.012 -0.087
0.087 -0.196 -0.047
0.137 0.085 -0.020
-0.048 0.105 0.163
-0.050 0.012 0.061
0.099 0.147 0.029
-0.058 -0.014 -0.034
0.004 0.013 0.022
-0.048 0.002 -0.024
0.008 -0.057 0.074
-0.028 0.019 0.001
-0.058 0.027 -0.034
-0.001 -0.004 0.060
0.019 -0.019 0.034
-0.039 -0.027 -0.002
-0.014 -0.020 -0.040
-0.051 0.024 0.074
0.002 -0.009 0.024
0.005 0.019 0.013
0.318 0.195 -0.009
0.156 -0.023 -0.034
0.029 0.003 -0.006
0.001 0.028 -0.055
-0.031 -0.066 0.071
-0.034 -0.009 0.033
0.013 0.000 -0.008
0.036 0.003 -0.024
0.050 -0.128 -0.162
0.034 0.056 0.041
0.008 -0.005 0.004
0.006 -0.001 0.003
-0.016 -0.013 0.005
0.034 0.059 -0.011
-0.056 -0.021 0.041
-0.001 0.033 -0.013
0.032 -0.010 0.035
-0.014 -0.031 -0.020
0.011 0.006 0.027
-0.028 0.011 -0.030
0.019 -0.005 -0.020
-0.016 0.007 -0.020
-0.008 -0.004 0.006
0.010 -0.010 0.007
-0.008 -0.022 0.001
0.002 -0.020 0.002
0.002 0.005 -0.006
-0.004 0.003 0.005
-0.014 -0.008 0.006
-0.023 -0.012 -0.005
0.019 0.003 0.001
0.010 0.008 -0.009
0.002 0.000 0.013
-0.012 -0.020 -0.012
0.032 0.017 0.003
0.001 0.011 0.001
0.008 -0.006 -0.008
0.003 -0.006 0.002
-0.008 0.013 -0.014
-0.002 -0.022 -0.033
0.001 -0.007 -0.002
-0.004 -0.012 -0.009
-0.048 -0.021 -0.024
0.003 0.013 0.002
-0.023 0.001 -0.020
0.013 -0.009 0.017
-0.021 0.037 0.022
-0.012 0.010 0.002
-0.022 0.010 0.025
-0.016 -0.011 0.005
0.020 0.024 -0.011
-0.009 -0.015 -0.002
0.021 -0.008 -0.015
0.016 -0.011 -0.005
-0.003 0.015 -0.007
0.002 -0.008 0.020

A molecular structure, C34H36BrN8O2Pd at a distorted geometry. Source: OMol25; level of theory: ωB97M-V with the def2-TZVPD basis set.

2S+1 = 1
HOMO level = -10.50 eV
Kohn-Sham gap = 7.248 eV
Net charge = +1

Atoms and positions in Å:
Pd: -0.447 -0.379 0.802
Br: 0.993 0.527 2.542
O: 1.676 -4.614 -3.233
O: -1.212 1.389 0.700
N: -1.742 -1.033 -0.623
N: -2.986 -0.807 -2.454
N: 3.358 -5.357 -4.433
N: 2.305 -5.047 -5.292
N: 0.571 -4.254 1.980
N: 1.756 -3.763 1.556
N: -2.721 -2.110 -2.216
N: 0.296 -2.265 1.013
C: 0.194 2.266 2.435
C: -1.520 -3.329 -6.571
C: -2.460 -3.088 -5.574
C: -2.164 -3.382 -4.251
C: -0.283 -3.321 1.655
C: 0.118 4.471 3.276
C: 3.669 -4.877 0.413
C: 2.989 -4.536 1.720
C: 1.350 -4.617 -4.549
C: 1.036 6.792 3.322
C: -3.172 -3.142 -3.154
C: -3.735 4.611 1.471
C: 2.944 -5.089 -3.247
C: 4.990 -5.571 -1.947
C: -1.406 3.703 1.471
C: 0.559 5.615 4.185
C: -0.276 -3.845 -6.253
C: 2.995 -4.853 -0.795
C: -0.630 6.062 5.047
C: 1.700 5.197 5.111
C: -2.382 -0.185 -1.476
C: -2.556 4.204 0.572
C: 5.008 -5.253 0.439
C: -3.090 3.216 -0.453
C: -0.817 2.410 1.502
C: 0.027 -4.122 -4.922
C: 5.658 -5.608 -0.734
C: -0.919 -3.902 -3.933
C: 3.656 -5.185 -1.974
C: -2.065 5.431 -0.215
C: -1.966 -2.237 -1.136
C: -0.912 4.654 2.356
C: 0.689 3.218 3.306
C: 1.587 -2.582 0.977
H: -3.463 5.396 2.176
H: -3.459 2.304 0.015
H: 6.698 -5.903 -0.701
H: 1.862 6.489 2.676
H: -4.098 3.755 2.043
H: -3.346 -4.050 -2.578
H: 1.949 -4.580 -0.845
H: -1.338 -3.387 1.867
H: 1.382 7.606 3.961
H: -2.398 0.875 -1.337
H: 1.982 6.042 5.740
H: 5.486 -5.830 -2.873
H: 1.406 4.379 5.771
H: -1.759 -3.099 -7.600
H: 2.586 4.895 4.548
H: 5.547 -5.271 1.379
H: 0.235 7.181 2.691
H: -1.634 -3.178 -0.733
H: -1.451 6.443 4.437
H: -4.557 4.985 0.857
H: 3.665 -3.971 2.360
H: -0.321 6.860 5.725
H: 1.491 2.968 3.986
H: -2.865 5.801 -0.858
H: -1.761 6.247 0.440
H: -1.372 5.634 2.326
H: 0.466 -4.032 -7.016
H: -4.117 -2.796 -3.562
H: -0.669 -4.139 -2.905
H: -1.008 5.232 5.646
H: -3.424 -2.666 -5.831
H: -1.213 5.169 -0.845
H: -2.317 2.971 -1.180
H: -3.917 3.687 -0.988
H: 2.693 -5.438 2.252
H: 2.378 -1.993 0.543

Forces on the atoms, in the same order (eV/Å):
0.099 -0.434 0.533
0.028 -0.247 -0.130
-0.044 -0.002 0.053
-0.231 1.016 0.011
0.115 0.290 -0.332
0.047 -0.049 0.072
-0.104 0.017 -0.136
0.147 -0.037 0.070
0.075 0.065 -0.046
0.029 -0.184 -0.068
-0.077 0.027 -0.101
0.301 -0.033 0.265
0.197 -0.071 0.128
-0.011 0.007 0.004
0.013 -0.004 -0.018
-0.022 0.021 -0.012
-0.022 -0.015 -0.090
-0.028 0.097 0.023
0.007 0.032 0.007
-0.028 0.009 -0.018
-0.135 0.031 -0.103
0.018 -0.010 0.012
0.079 0.032 -0.030
-0.002 -0.023 0.006
0.136 -0.027 0.115
-0.009 -0.010 0.020
-0.076 0.044 -0.090
-0.026 0.003 -0.020
-0.019 -0.017 -0.006
-0.059 -0.011 -0.011
0.018 -0.010 0.011
-0.009 -0.007 -0.013
-0.166 -0.172 -0.112
0.019 0.118 0.105
0.031 0.007 -0.012
0.065 -0.196 0.001
-0.336 -0.199 -0.321
0.049 0.008 -0.001
0.004 -0.009 -0.004
0.012 0.008 0.043
0.003 0.003 -0.041
0.000 0.016 0.006
-0.080 -0.081 0.203
0.013 0.032 -0.002
0.031 -0.099 0.007
-0.021 -0.055 -0.026
-0.018 -0.003 0.010
0.000 -0.016 -0.013
-0.003 0.002 -0.002
-0.004 0.011 0.000
-0.004 0.007 0.000
-0.023 0.006 0.023
0.015 0.008 0.022
0.005 0.026 0.045
-0.012 0.007 -0.005
0.039 0.227 0.046
0.008 -0.004 0.005
0.013 0.012 0.009
0.008 0.003 -0.005
-0.002 -0.011 0.002
-0.006 -0.004 0.009
-0.004 0.001 -0.006
0.010 -0.010 -0.006
0.030 -0.001 -0.066
-0.001 -0.013 0.006
0.003 0.002 0.002
-0.004 -0.006 0.032
-0.009 0.009 -0.009
-0.008 -0.026 -0.018
0.001 -0.002 0.006
-0.012 0.018 -0.055
0.017 -0.044 0.018
-0.001 0.022 -0.001
-0.034 -0.003 0.050
-0.022 -0.007 -0.008
-0.005 0.010 0.002
0.000 -0.012 -0.002
-0.006 0.006 0.002
0.022 -0.099 -0.067
0.011 -0.025 -0.020
-0.039 0.021 0.035
0.001 0.008 0.013